Density functional theory data (wB97M-V/def2-TZVPD) for 2 unconnected molecules or ions with the total composition C4H7NO2S in a non-equilibrium geometry.

Output
Multiplicity: 1
Structure (SMILES): C=CC(=O)NC=O.S

```
15
Properties=species:S:1:pos:R:3:mulliken_charge:R:1
C 3.124 0.618 -0.493 -0.68
C 2.037 -0.089 -0.813 -0.35
C 0.790 -0.354 0.079 0.78
C -1.540 -1.196 0.271 0.07
N -0.471 -0.659 -0.499 -0.10
O 0.845 -0.128 1.286 -0.58
O -2.526 -1.602 -0.302 -0.53
S -3.241 1.299 0.469 -0.28
H 3.880 0.839 -1.236 0.25
H 3.178 0.971 0.460 0.34
H 2.001 -0.614 -1.732 0.25
H -1.267 -1.269 1.414 0.35
H -0.421 -0.829 -1.497 0.22
H -3.680 0.751 1.342 0.11
H -2.710 2.262 1.250 0.16
```

***

Density functional theory data (wB97M-V/def2-TZVPD) for a single C6H12O molecule in a non-equilibrium geometry.

Output
Multiplicity: 1
Structure (SMILES): CCCCCC=O

```
19
Properties=species:S:1:pos:R:3:mulliken_charge:R:1
O 3.265 -1.784 0.057 -0.48
C 2.318 -1.039 0.121 -0.07
C 1.189 -1.016 -0.863 -0.57
C -0.170 -1.095 -0.165 -0.83
C -1.266 -0.121 -0.652 -0.69
C -1.596 0.983 0.381 -0.55
C -0.344 1.707 0.945 -0.98
H 2.281 -0.342 0.971 0.35
H 1.310 -1.891 -1.510 0.33
H 1.258 -0.185 -1.556 0.41
H -0.582 -2.101 -0.312 0.41
H -0.118 -1.089 0.925 0.52
H -0.839 0.443 -1.484 0.31
H -2.207 -0.569 -0.891 0.33
H -2.146 1.732 -0.181 0.32
H -2.234 0.581 1.167 0.38
H -0.357 2.737 0.575 0.37
H 0.557 1.352 0.452 0.21
H -0.318 1.697 2.021 0.23
```

***

For reference, HOMO by record: -9.66 -9.79 eV.
For reference, gap between HOMO and LUMO by record: 0.35834 0.39787 Ha.
For reference, energy above the lowest of the compared OMol25 structures with the same formula, charge and spin by record: 2.9250 1.1479 eV.